114
Properties=species:S:1:pos:R:3:forces:R:3:lowdin_charge:R:1 method="wB97M-V/def2-TZVPD" lumo_ev=0.278 total_energy_ev=-329492.5618
N 2.705713 -0.696149 2.785605 -0.61 -0.05 -0.70 0.044
C 3.020714 -0.841362 1.360251 0.04 0.00 -0.43 -0.208
C 2.018277 -1.744309 0.650104 0.51 -1.25 1.86 -0.315
O 2.379382 -2.214611 -0.665666 -0.91 -0.09 0.14 -0.162
S 1.134783 -3.162067 -1.030634 -0.07 1.29 0.55 0.556
O 1.148462 -3.317948 -2.415238 -0.36 0.45 -1.77 -0.269
O 1.016388 -4.338091 -0.263173 0.64 -0.87 1.21 -0.229
O 0.015137 -2.162793 -0.471741 0.07 -0.70 -0.23 -0.171
C 0.491223 -1.465138 0.716063 1.15 1.06 -1.08 -0.240
C 0.004976 -0.028873 0.549104 -0.49 0.12 0.31 -0.100
C -1.299232 0.326633 1.323367 0.76 -0.22 -0.44 -0.117
C -2.183255 -0.836906 1.693296 0.31 -0.02 -1.76 -0.533
N -2.604005 -1.779985 0.704676 0.26 0.14 -0.31 0.130
O -2.566473 -0.940965 2.801427 -1.11 0.02 2.84 0.115
H 2.444232 -1.623109 3.117761 0.20 0.09 0.32 0.059
H 1.872575 -0.119740 2.872154 0.13 0.04 0.27 -0.004
H 3.128108 0.121774 0.863385 0.00 0.15 0.15 0.125
H 3.971266 -1.364400 1.323307 0.26 0.11 -0.29 0.072
H 2.099602 -2.671233 1.238873 -0.05 0.18 0.16 0.071
H 0.218539 -1.917587 1.669261 -0.76 -0.21 -0.24 0.162
H 0.765476 0.679785 0.872753 0.18 -0.05 0.00 0.080
H -0.149852 0.147366 -0.510531 0.12 -0.06 -0.15 0.128
H -1.044145 0.834142 2.253758 -0.39 -0.39 -0.25 0.006
H -1.854592 1.043739 0.720833 -0.22 -0.08 -0.06 0.131
H -1.946966 -2.557295 0.721764 0.04 0.11 -0.53 0.079
H -3.488572 -2.172038 1.010417 0.03 0.03 0.22 0.091
Cl -1.552577 4.697728 3.657679 -0.06 -0.08 -0.07 0.575
C -0.641767 3.841660 4.928651 0.44 0.03 -0.25 -0.709
C 0.702932 3.365177 4.438795 0.20 0.19 0.16 -0.601
Cl 0.542257 2.052585 3.240160 0.27 0.42 0.24 0.685
H -1.247336 3.021530 5.278488 0.03 -0.13 -0.12 -0.006
H -0.506926 4.544449 5.749214 0.07 -0.01 0.00 0.058
H 1.278598 2.966126 5.272559 -0.06 -0.05 0.01 0.081
H 1.276021 4.169317 3.982484 -0.05 -0.04 -0.09 0.072
Cl 1.414883 8.383509 4.776410 0.02 -0.03 0.03 0.536
C -0.293607 7.994085 4.441048 -0.02 0.03 -0.05 -0.679
C -1.241296 8.838864 5.252479 -0.12 0.03 -0.14 -0.643
Cl -1.175556 8.435625 6.990203 0.03 0.00 0.04 0.544
H -0.442436 6.936940 4.635125 0.02 0.02 0.03 0.001
H -0.456225 8.172616 3.379327 -0.02 0.04 0.02 0.077
H -2.264436 8.660311 4.924428 0.02 -0.08 0.02 0.076
H -1.026256 9.899131 5.144683 0.07 -0.02 0.09 0.070
Cl 3.872414 -4.053334 -5.341025 0.03 0.03 -0.05 0.556
C 2.507279 -4.981483 -4.654959 -0.10 -0.09 0.07 -0.664
C 2.472284 -6.397739 -5.172261 0.05 0.01 0.13 -0.648
Cl 2.050522 -6.464979 -6.904732 -0.04 0.01 -0.05 0.536
H 1.589170 -4.446668 -4.882922 0.04 0.04 -0.01 0.029
H 2.637694 -4.986572 -3.575561 0.02 -0.01 -0.02 0.060
H 1.712341 -6.965237 -4.636846 -0.05 0.08 0.00 0.067
H 3.429434 -6.896913 -5.040184 0.01 0.04 -0.07 0.069
Cl -1.122700 -4.475694 -3.953363 -0.01 -0.13 0.00 0.603
C -1.919251 -5.083977 -5.428307 -0.06 -0.12 -0.04 -0.636
C -2.165562 -3.967250 -6.407567 -0.05 -0.05 -0.07 -0.714
Cl -3.407532 -2.825045 -5.829226 0.01 0.02 0.03 0.544
H -2.842087 -5.583904 -5.142364 -0.01 0.09 0.06 0.068
H -1.252278 -5.822889 -5.872870 0.05 0.08 -0.04 0.064
H -2.525545 -4.372742 -7.351762 -0.03 -0.03 0.04 0.057
H -1.256531 -3.407020 -6.599926 -0.05 0.07 0.09 -0.022
Cl 5.789589 -2.954648 2.766616 0.08 0.03 0.10 0.570
C 5.514178 -4.559576 2.044739 -0.03 -0.04 -0.11 -0.639
C 4.110994 -4.674747 1.502073 0.04 -0.18 -0.17 -0.642
Cl 2.880405 -4.697506 2.790196 -0.02 0.04 0.08 0.589
H 5.727069 -5.314827 2.797235 -0.09 0.06 0.06 0.071
H 6.228742 -4.675308 1.231070 -0.04 0.05 -0.03 0.075
H 3.999107 -5.604791 0.945892 -0.01 -0.01 0.04 0.059
H 3.880374 -3.847551 0.833153 0.03 -0.02 0.03 0.047
Cl 0.774696 -1.363795 -6.859892 -0.01 -0.09 0.00 0.599
C 1.813692 -2.156234 -8.074105 0.24 0.05 -0.09 -0.642
C 1.053154 -2.502510 -9.330006 0.16 0.06 0.03 -0.634
Cl -0.129046 -3.786447 -8.990227 -0.07 -0.12 -0.29 0.593
H 2.242540 -3.044649 -7.614135 -0.07 0.00 0.02 0.029
H 2.623640 -1.465074 -8.304585 -0.06 0.05 -0.01 0.077
H 1.739256 -2.876679 -10.088465 0.02 -0.08 0.07 0.076
H 0.522926 -1.647972 -9.743716 -0.07 -0.01 0.12 0.070
Cl -5.033876 6.295131 7.201428 -0.03 -0.01 -0.03 0.559
C -4.154316 5.448955 8.500675 -0.01 0.03 0.14 -0.651
C -2.815095 4.941287 8.034234 0.15 0.04 0.08 -0.632
Cl -2.974052 3.609817 6.856054 -0.52 0.04 0.40 0.620
H -4.784388 4.640743 8.864044 -0.01 -0.02 -0.10 0.069
H -4.014005 6.165433 9.308773 0.06 0.03 -0.05 0.076
H -2.253329 4.549494 8.881090 -0.07 -0.03 0.02 0.079
H -2.230218 5.733816 7.570767 -0.08 0.00 -0.06 0.028
Cl 2.264297 -7.842450 -0.527415 0.06 -0.03 -0.01 0.536
C 0.525766 -8.077559 -0.857868 -0.15 -0.01 -0.08 -0.647
C -0.345441 -7.242669 0.044740 -0.11 0.17 -0.05 -0.660
Cl -0.291928 -7.795950 1.739789 0.04 -0.01 0.01 0.540
H 0.306248 -9.137761 -0.756893 0.08 0.00 0.08 0.068
H 0.359612 -7.788140 -1.894599 0.00 0.08 0.03 0.064
H -1.383178 -7.315220 -0.278209 0.02 -0.10 -0.03 0.076
H -0.051639 -6.196102 0.023482 0.05 -0.14 0.05 0.027
Cl 0.630512 2.431237 -3.686649 -0.09 0.06 0.04 0.516
C 0.246868 1.896034 -5.345096 0.04 -0.17 -0.07 -0.685
C 0.724331 2.875983 -6.385072 0.04 0.00 -0.13 -0.695
Cl -0.191982 4.407335 -6.340229 0.02 0.04 0.00 0.535
H -0.828363 1.743917 -5.405741 0.00 0.07 0.04 0.072
H 0.743277 0.937498 -5.497302 0.07 0.12 0.08 -0.013
H 0.583977 2.453502 -7.379625 -0.08 -0.05 0.04 0.074
H 1.780040 3.107148 -6.258629 -0.33 0.15 0.04 -0.024
Cl 2.804967 -0.543242 -3.478782 0.00 -0.01 -0.09 0.589
C 4.451798 -0.176622 -4.043487 0.03 -0.06 0.03 -0.648
C 4.685605 1.305837 -4.188509 0.19 -0.01 0.09 -0.630
Cl 3.743804 2.001057 -5.532660 0.29 -0.14 0.04 0.617
H 4.609533 -0.699527 -4.984362 -0.07 0.02 -0.01 0.059
H 5.139110 -0.586183 -3.304308 0.01 0.05 0.02 0.076
H 5.735865 1.494280 -4.407340 -0.01 -0.04 -0.05 0.073
H 4.422510 1.843855 -3.280789 -0.13 -0.01 -0.04 0.071
Cl -9.490561 9.896138 8.673782 -0.01 0.03 -0.01 0.534
C -9.507925 8.503234 7.562091 -0.05 -0.11 0.00 -0.668
C -8.181958 8.309440 6.871637 0.03 -0.12 0.00 -0.689
Cl -7.831789 9.613834 5.708218 0.02 0.02 0.01 0.535
H -10.311863 8.654295 6.845741 0.04 0.08 0.00 0.067
H -9.740601 7.623327 8.160181 0.06 0.00 0.01 0.071
H -8.194164 7.377836 6.307511 -0.05 0.01 0.00 0.068
H -7.362448 8.266231 7.584451 -0.01 0.08 0.00 0.040